Below is a cluster of 3 separate species, C24H53ClN3O7PS2 in total, with properties calculated with ωB97M-V with the def2-TZVPD basis set.

Computed properties:
Maximum force = 0.19281 Eh/bohr
Net charge = 0
Energy relative to the best compared isomer or geometry (same formula, charge and spin) = 205.1 kJ/mol
Orbital gap = 8.89 eV
E_tot = -88019.0605 eV
SMILES = C#C[C@](S)(OC[C@@H](CSCC)O[C@@H](N)CCC)P(O)Cl.COCCNCCOC.COCCNCCOC
LUMO = 0.292 eV
2S+1 = 1

Geometry (Å):
C 3.564 5.098 -0.982
C 2.369 5.015 -0.204
C 0.915 4.682 0.554
S 1.135 3.014 1.373
O -0.105 4.744 -0.500
C -1.199 3.784 -0.295
C -2.480 4.365 -1.201
C -3.748 3.335 -1.280
S -3.481 1.663 -0.483
C -3.885 1.665 1.346
C -2.648 0.844 2.104
O -2.806 5.741 -0.801
C -3.460 5.809 0.514
N -2.828 6.806 1.482
C -4.999 6.395 0.221
C -6.139 5.753 1.208
C -5.952 6.102 2.801
P 0.600 6.141 1.744
O 2.076 6.667 2.541
Cl 0.137 7.800 0.431
H 4.500 4.744 -1.632
H 1.224 2.003 0.389
H -0.820 2.749 -0.736
H -1.606 3.713 0.799
H -2.040 4.440 -2.308
H -4.763 3.760 -0.853
H -3.962 3.123 -2.435
H -4.837 0.958 1.478
H -4.080 2.728 1.793
H -2.951 -0.260 2.395
H -2.268 1.372 3.076
H -1.718 0.735 1.368
H -3.527 4.790 1.090
H -3.446 7.626 1.662
H -2.768 6.301 2.414
H -5.041 7.565 0.178
H -5.268 6.022 -0.881
H -6.235 4.580 1.099
H -7.209 6.182 0.901
H -6.386 7.163 3.110
H -6.607 5.315 3.413
H -4.838 5.946 3.155
H 2.428 7.422 1.958
C 4.028 -3.901 0.841
O 5.006 -2.890 1.047
C 5.936 -2.773 -0.038
C 5.714 -1.463 -0.809
N 4.461 -1.501 -1.570
C 4.049 -0.194 -2.097
C 3.743 0.922 -1.078
O 2.578 0.683 -0.284
C 2.798 -0.146 0.848
H 3.484 -4.042 1.780
H 3.309 -3.595 0.077
H 4.492 -4.851 0.561
H 5.908 -3.643 -0.703
H 6.932 -2.743 0.412
H 6.549 -1.304 -1.497
H 5.710 -0.649 -0.079
H 3.717 -1.848 -0.969
H 3.141 -0.371 -2.685
H 4.813 0.160 -2.800
H 3.525 1.829 -1.654
H 4.602 1.170 -0.447
H 3.799 -0.022 1.271
H 2.616 -1.189 0.586
H 2.066 0.125 1.614
C -1.980 -8.305 0.114
O -0.599 -8.232 0.443
C 0.245 -8.891 -0.511
C 1.068 -7.868 -1.310
N 0.218 -7.106 -2.230
C 0.880 -5.933 -2.813
C 1.343 -4.822 -1.848
O 0.273 -4.118 -1.214
C -0.250 -4.758 -0.059
H -2.553 -7.944 0.972
H -2.211 -7.664 -0.740
H -2.283 -9.335 -0.099
H -0.318 -9.561 -1.170
H 0.936 -9.512 0.066
H 1.837 -8.394 -1.883
H 1.564 -7.211 -0.591
H -0.610 -6.786 -1.731
H 0.163 -5.491 -3.514
H 1.735 -6.270 -3.410
H 1.871 -4.074 -2.451
H 2.070 -5.175 -1.110
H 0.511 -5.317 0.493
H -1.080 -5.407 -0.338
H -0.655 -3.986 0.603